Entry 1:
ORCA calculation (ωB97M-V/def2-TZVPD) on one molecule with the formula C4H12N2O.

* HOMO energy: -8.3 eV
* LUMO level: 0.0312 hartree
* max |F|: 3.317 eV/Å
* SMILES: CN[C@@H](CN)CO
* energy: -344.29571 Eh
* ΔE to the lowest compared entry with this formula, charge and spin: 56.0 kcal per mole

Element x y z (Å)
C (-1.2612, 1.6520, 1.3960)
N (-1.1921, 0.7014, 0.2869)
C (0.1751, 0.2306, -0.1344)
C (-0.0055, -0.0249, -1.6046)
O (1.2722, -0.4521, -2.1041)
C (0.3481, -0.9983, 0.7374)
N (1.5488, -1.8090, 0.4451)
H (-0.6859, 1.4821, 2.2915)
H (-2.3186, 1.7103, 1.7170)
H (-0.9987, 2.6364, 0.8697)
H (-1.8725, -0.0143, 0.4869)
H (0.9456, 1.0091, 0.0026)
H (-0.3337, 0.7978, -2.2822)
H (-0.8117, -0.7488, -1.8904)
H (1.3894, -0.2456, -3.0325)
H (-0.4338, -1.7762, 0.5631)
H (0.2456, -0.6982, 1.8102)
H (2.3598, -1.6148, 0.9993)
H (1.6291, -1.8374, -0.5573)

Forces on the atoms, in the same order (eV/Å):
C -0.73 1.74 -2.12
N 0.20 1.14 0.46
C -3.24 0.15 0.70
C 0.16 -0.34 -2.55
O 0.26 -0.45 0.08
C 1.19 -1.72 0.10
N -1.07 0.01 0.85
H 0.68 -0.24 0.24
H 0.47 0.14 -0.19
H -0.21 -0.88 1.53
H 0.55 -0.72 -0.33
H -0.42 -0.31 0.22
H 0.27 0.41 1.35
H 0.65 -0.16 0.96
H -0.24 0.03 -0.05
H -0.26 1.19 -0.07
H 0.44 -0.29 -0.81
H 0.38 0.31 -0.42
H 0.93 0.00 0.05



Entry 2:
ORCA calculation (ωB97M-V/def2-TZVPD) on one molecule with the formula C4H12N2O.

* HOMO energy: -9.2 eV
* LUMO level: 0.0319 hartree
* max |F|: 5.245 eV/Å
* SMILES: NCC[C@@H](N)CO
* energy: -344.26515 Eh
* ΔE to the lowest compared entry with this formula, charge and spin: 75.2 kcal per mole

Element x y z (Å)
C (-0.8513, -0.7702, -0.8115)
O (-0.9756, -2.1033, -0.0761)
C (0.5843, -0.1132, -0.6734)
C (0.8335, 0.3350, 0.8559)
C (-0.0029, 1.6188, 1.1083)
N (-1.4001, 1.9537, 0.5230)
N (1.7222, -1.1115, -0.8476)
H (-1.7109, -0.1481, -0.4486)
H (-0.8109, -0.8266, -1.9710)
H (-0.1763, -2.6135, -0.4165)
H (0.5988, 0.6498, -1.3923)
H (1.8824, 0.5978, 1.0980)
H (0.5038, -0.5587, 1.4610)
H (0.7942, 2.4607, 0.8598)
H (-0.0520, 1.7286, 2.1898)
H (-1.8219, 2.9243, 0.8368)
H (-1.6016, 2.0284, -0.4394)
H (2.2005, -0.7753, -1.7313)
H (2.3623, -0.9596, -0.0415)

Forces on the atoms, in the same order (eV/Å):
C 1.10 -1.35 -0.61
O 1.78 1.71 -2.39
C 0.66 -2.33 4.65
C -2.68 -0.09 -1.82
C 1.24 3.02 -0.26
N -0.15 1.60 2.91
N -0.21 1.37 -1.70
H 1.12 -0.60 -0.36
H -1.10 -0.79 1.65
H -1.33 0.90 0.69
H 0.37 1.41 -0.79
H -0.59 -0.20 -0.32
H 0.30 0.98 -0.50
H -1.72 -1.21 0.03
H -0.69 0.06 0.06
H 1.76 -2.65 -0.04
H 0.91 -0.55 -1.49
H -0.27 -1.00 1.55
H -0.49 -0.28 -1.26



Entry 3:
ORCA calculation (ωB97M-V/def2-TZVPD) on one molecule with the formula C4H12N2O.

* HOMO energy: -8.5 eV
* LUMO level: 0.0381 hartree
* max |F|: 1.524 eV/Å
* SMILES: NCNCCCO
* energy: -344.32446 Eh
* ΔE to the lowest compared entry with this formula, charge and spin: 38.0 kcal per mole

Element x y z (Å)
C (0.5414, 0.7019, -0.4664)
C (1.5051, -0.3151, -1.0682)
C (1.1578, -1.7849, -0.8023)
O (-0.1666, -2.1080, -1.1680)
N (-0.0823, 0.2072, 0.7517)
C (-0.8425, 1.1571, 1.5261)
N (-2.3046, 1.0184, 1.3192)
H (1.0184, 1.6096, -0.1791)
H (-0.2033, 0.9586, -1.2383)
H (2.5340, -0.1350, -0.7524)
H (1.5635, -0.2225, -2.1591)
H (1.2483, -2.0308, 0.2419)
H (1.8440, -2.3592, -1.4314)
H (-0.3665, -1.7823, -2.0448)
H (-0.6476, -0.6097, 0.5635)
H (-0.6474, 1.0473, 2.5854)
H (-0.6047, 2.1431, 1.1571)
H (-2.7954, 0.6204, 2.1045)
H (-2.7514, 1.8838, 1.0604)

Forces on the atoms, in the same order (eV/Å):
C -1.15 -0.67 -0.17
C 0.35 -0.31 -0.14
C 0.33 0.70 -0.91
O -0.62 -0.21 0.39
N 0.49 -0.42 0.33
C -1.34 -0.25 -0.68
N 0.25 -0.12 -0.20
H 0.69 0.75 -0.09
H -0.06 0.08 0.08
H 0.02 -0.09 0.32
H -0.23 0.29 0.01
H 0.15 -0.19 0.28
H 0.20 -0.31 0.40
H 0.09 0.12 -0.27
H -0.05 -0.01 -0.06
H 0.36 0.12 0.24
H 0.46 0.46 0.33
H 0.08 0.02 0.09
H -0.01 0.03 0.03



Entry 4:
ORCA calculation (ωB97M-V/def2-TZVPD) on one molecule with the formula C4H12N2O.

* HOMO energy: -9.2 eV
* LUMO level: 0.0328 hartree
* max |F|: 2.103 eV/Å
* SMILES: NC[C@H](N)CCO
* energy: -344.33779 Eh
* ΔE to the lowest compared entry with this formula, charge and spin: 29.6 kcal per mole

Element x y z (Å)
N (-0.8410, -0.5416, -0.8875)
C (0.3518, -0.2642, -0.0959)
C (0.2112, 0.7864, 0.9838)
C (-0.9451, 0.4909, 1.9236)
O (-2.2189, 0.6851, 1.3668)
C (1.5687, -0.0325, -1.0131)
N (1.7864, -1.1043, -1.9643)
H (-0.6279, -1.3677, -1.4303)
H (-1.0358, 0.2277, -1.5123)
H (-2.2739, 0.1334, 0.5732)
H (0.6110, -1.1830, 0.4351)
H (0.1858, 1.7944, 0.5422)
H (1.1657, 0.8730, 1.5138)
H (-0.7657, -0.4460, 2.4594)
H (-0.9204, 1.2722, 2.6878)
H (2.4029, 0.3433, -0.4032)
H (1.4052, 0.9166, -1.5565)
H (1.6429, -0.8050, -2.9119)
H (2.6809, -1.5496, -1.8374)

Forces on the atoms, in the same order (eV/Å):
N -0.28 -0.01 0.74
C 1.30 -0.65 -0.32
C 0.25 0.44 -0.78
C 0.54 1.78 0.80
O -0.22 -0.60 -0.38
C -0.48 2.05 0.07
N 0.10 -0.15 0.71
H -0.16 0.03 -0.27
H 0.01 0.10 -0.23
H 0.05 -0.10 -0.03
H -0.30 -0.32 0.04
H -0.76 -0.09 -0.05
H -0.11 -0.55 0.35
H -0.37 -0.36 -0.33
H 0.19 -0.16 0.28
H 0.41 -1.07 0.00
H -0.47 -0.25 -0.18
H 0.28 -0.04 -0.14
H 0.02 -0.05 -0.27



Entry 5:
ORCA calculation (ωB97M-V/def2-TZVPD) on one molecule with the formula C4H12N2O.

* HOMO energy: -8.4 eV
* LUMO level: 0.0354 hartree
* max |F|: 3.104 eV/Å
* SMILES: C[C@H](CN)NCO
* energy: -344.30045 Eh
* ΔE to the lowest compared entry with this formula, charge and spin: 53.1 kcal per mole

Element x y z (Å)
C (-0.8725, 0.9238, 1.1707)
N (-2.1132, 0.3094, 1.6478)
C (-0.4653, 0.4422, -0.2163)
C (0.5854, 1.3349, -0.8230)
N (0.0045, -0.9887, -0.0492)
C (0.9943, -1.7054, -0.7620)
O (2.2091, -0.9388, -1.0075)
H (-0.0943, 0.8660, 1.9288)
H (-1.1199, 1.9797, 1.0536)
H (-2.7802, 0.0859, 0.9286)
H (-2.0267, -0.4227, 2.3299)
H (-1.3587, 0.2500, -0.8146)
H (1.5829, 1.2896, -0.4383)
H (0.5590, 1.4112, -1.9103)
H (0.2091, 2.3716, -0.7119)
H (-0.1640, -1.3016, 0.8904)
H (0.5756, -1.9015, -1.7542)
H (1.3512, -2.4919, -0.1683)
H (2.9238, -1.5139, -1.2944)

Forces on the atoms, in the same order (eV/Å):
C -1.61 0.48 -0.53
N 0.29 0.16 0.62
C 1.37 -2.77 0.35
C -1.61 2.31 -1.12
N -0.01 0.52 1.09
C -0.06 2.31 -1.30
O 0.05 0.59 0.20
H 0.16 -0.27 -0.14
H 0.29 0.25 0.01
H 0.09 -0.13 -0.08
H 0.07 -0.20 -0.13
H -0.14 1.21 -0.29
H 0.30 -0.37 0.21
H 0.51 -1.16 -0.21
H 0.21 -0.11 0.77
H 0.36 -0.05 0.08
H 0.33 -0.79 -0.03
H -0.40 -1.79 0.51
H -0.19 -0.21 -0.01



Entry 6:
ORCA calculation (ωB97M-V/def2-TZVPD) on a 3-piece molecular cluster, C4H12N2O overall.

* HOMO energy: -8.2 eV
* LUMO level: -0.0523 hartree
* max |F|: 2.652 eV/Å
* energy: -344.23493 Eh
* ΔE to the lowest compared entry with this formula, charge and spin: 94.2 kcal per mole

Element x y z (Å)
C (2.9175, -2.4912, 1.6749)
C (-1.6089, 3.0664, -0.6819)
C (-1.3922, 1.7728, -0.3765)
C (-2.0926, 0.6777, -1.0044)
N (-1.6539, -0.5493, -1.0536)
N (-0.4485, 1.3517, 0.5364)
H (2.2371, -1.6568, 1.5353)
H (2.5183, -3.0993, 2.4826)
H (2.7999, -3.0593, 0.7609)
H (-2.4816, 3.2907, -1.2797)
H (-0.9594, 3.8679, -0.3527)
H (-3.1016, 0.8027, -1.3694)
H (-1.8052, -0.8730, -2.0096)
H (-0.6214, -0.7336, -0.7171)
H (-0.2003, 0.4000, 0.3425)
H (0.3231, 1.9975, 0.5158)
H (1.0056, -1.5358, -0.8694)
H (3.8890, -2.0845, 1.9226)
O (0.6750, -1.1446, -0.0568)

Forces on the atoms, in the same order (eV/Å):
C -0.98 0.36 0.28
C -1.03 -0.59 -0.68
C 0.52 0.00 1.63
C -1.11 -0.27 0.35
N 0.47 2.00 -1.67
N -0.60 1.10 -0.62
H -0.11 0.11 0.05
H 0.18 -0.05 0.21
H 0.66 -0.12 -0.21
H 0.15 0.27 -0.15
H -0.09 -0.14 0.05
H 0.02 0.67 -0.85
H -0.94 -1.18 0.56
H 1.42 -1.17 1.11
H 1.52 -0.78 0.52
H 0.49 -0.31 0.48
H 0.43 -0.15 0.06
H 0.39 -0.38 -0.24
O -1.40 0.64 -0.90



Entry 7:
ORCA calculation (ωB97M-V/def2-TZVPD) on one molecule with the formula C4H12N2O.

* HOMO energy: -8.9 eV
* LUMO level: 0.0319 hartree
* max |F|: 2.118 eV/Å
* SMILES: NCC[C@@H](N)CO
* energy: -344.32362 Eh
* ΔE to the lowest compared entry with this formula, charge and spin: 38.5 kcal per mole

Element x y z (Å)
C (-0.1803, -1.7215, 0.3533)
O (-1.4099, -2.3806, 0.6916)
C (-0.4375, -0.6441, -0.7247)
C (-0.8690, 0.7001, -0.0482)
C (0.1914, 1.4848, 0.7071)
N (1.1287, 2.2907, -0.0792)
N (0.7810, -0.4031, -1.4974)
H (0.3796, -2.5013, -0.1571)
H (0.2058, -1.2722, 1.2591)
H (-1.9054, -2.0036, 1.4399)
H (-1.2872, -1.0043, -1.3001)
H (-1.6158, 0.4626, 0.7215)
H (-1.4345, 1.2103, -0.8310)
H (0.7248, 0.7207, 1.2941)
H (-0.2498, 2.1383, 1.4590)
H (1.8381, 2.6909, 0.5316)
H (1.5717, 1.7352, -0.8024)
H (1.5439, -0.4113, -0.8337)
H (1.0245, -1.0915, -2.1834)

Forces on the atoms, in the same order (eV/Å):
C -1.99 0.00 -0.72
O -0.56 -0.25 0.32
C 0.50 0.59 1.55
C -0.81 -0.66 -0.50
C 0.78 -0.31 -0.03
N -0.21 0.06 -0.06
N -0.04 0.53 0.15
H 0.63 -0.04 0.61
H 0.89 -0.22 0.01
H 0.73 0.10 -0.51
H 0.24 0.02 -0.43
H -0.08 -0.20 -0.17
H 0.36 0.71 0.22
H 0.09 0.03 0.18
H -0.29 0.06 -0.16
H -0.16 -0.15 -0.26
H -0.06 0.13 0.08
H 0.28 0.11 0.00
H -0.31 -0.52 -0.28



Entry 8:
ORCA calculation (ωB97M-V/def2-TZVPD) on a 2-piece molecular cluster, C4H12N2O overall.

* HOMO energy: -9.5 eV
* LUMO level: 0.0296 hartree
* max |F|: 0.687 eV/Å
* SMILES: CNC=O.CCN
* energy: -344.36004 Eh
* ΔE to the lowest compared entry with this formula, charge and spin: 15.7 kcal per mole

Element x y z (Å)
N (-0.6489, 1.8163, -0.4982)
C (1.3967, 0.9581, -1.5251)
C (0.8034, 2.0078, -0.5983)
H (-1.0596, 2.5216, 0.1234)
H (-1.0791, 1.9626, -1.4181)
H (1.1591, -0.0521, -1.1516)
H (2.4932, 1.0633, -1.5819)
H (0.9799, 1.0648, -2.5407)
H (1.2230, 1.8821, 0.4184)
H (1.0878, 3.0155, -0.9575)
O (-0.4028, -2.2981, 2.9689)
C (-0.5365, -1.2731, 2.3166)
N (-0.7408, -1.2455, 0.9775)
C (-0.8171, -2.4693, 0.2026)
H (-0.5022, -0.2528, 2.7698)
H (-0.8410, -0.3361, 0.5199)
H (0.1208, -3.0444, 0.2815)
H (-0.9866, -2.2166, -0.8576)
H (-1.6494, -3.1042, 0.5504)

Forces on the atoms, in the same order (eV/Å):
N -0.38 0.38 -0.05
C 0.13 -0.17 -0.03
C 0.26 0.05 0.25
H 0.19 -0.36 -0.32
H 0.18 -0.10 0.44
H 0.11 0.34 -0.19
H -0.43 -0.06 -0.04
H 0.18 -0.08 0.30
H -0.14 0.12 -0.45
H -0.11 -0.28 0.18
O -0.06 0.62 -0.30
C 0.01 -0.30 0.01
N 0.01 0.53 0.08
C -0.04 -0.20 -0.28
H -0.01 -0.41 -0.15
H 0.05 -0.38 0.14
H -0.38 0.17 0.02
H 0.07 -0.05 0.49
H 0.36 0.20 -0.10



Entry 9:
ORCA calculation (ωB97M-V/def2-TZVPD) on C4H12N2O2 as an isolated structure.

* HOMO energy: -7.6 eV
* LUMO level: 0.0269 hartree
* max |F|: 3.496 eV/Å
* energy: -419.48927 Eh
* ΔE to the lowest compared entry with this formula, charge and spin: 99.9 kcal per mole

Element x y z (Å)
C (1.4331, -0.5871, 0.6098)
N (1.6012, -1.8558, -0.0610)
O (1.6505, -0.7181, 2.0073)
H (1.2737, 0.0804, 2.4138)
H (1.0096, -2.5539, 0.3809)
H (2.5575, -2.1885, 0.0437)
H (2.1716, 0.1047, 0.1907)
H (0.0230, -0.6605, 0.3803)
C (-2.1212, -0.2841, -0.9284)
C (0.1409, 1.7265, -0.9039)
N (-1.2146, -0.1277, 0.2100)
C (-0.2915, 1.0845, 0.3841)
O (-0.2438, 1.5968, 1.4912)
H (-1.6679, -0.2750, 1.1073)
H (-2.4534, -1.3224, -0.9700)
H (-2.9923, 0.3675, -0.8287)
H (-1.6279, -0.0751, -1.8755)
H (0.3731, 0.9914, -1.6742)
H (-0.6559, 2.3794, -1.2721)
H (1.0345, 2.3171, -0.7053)

Forces on the atoms, in the same order (eV/Å):
C -2.02 -1.33 -0.60
N 0.75 -0.23 0.09
O 0.04 0.39 0.56
H 0.12 -0.29 -0.03
H 0.04 0.05 -0.07
H -0.02 -0.14 -0.06
H -0.27 0.15 -0.14
H 3.39 0.84 0.13
C -0.17 0.15 0.15
C 0.51 -0.31 0.11
N -0.35 0.89 0.26
C -2.06 0.39 0.90
O 0.22 -0.81 -1.49
H -0.09 0.18 -0.09
H -0.01 0.08 0.07
H -0.05 -0.03 -0.17
H 0.14 0.05 0.14
H -0.02 -0.03 0.09
H 0.01 -0.06 0.17
H -0.13 0.05 -0.02



Entry 10:
ORCA calculation (ωB97M-V/def2-TZVPD) on a 2-piece molecular cluster, C4H12N2O2 overall.

* HOMO energy: -9.4 eV
* LUMO level: 0.0315 hartree
* max |F|: 0.910 eV/Å
* SMILES: CN(C=O)CCN.O
* energy: -419.60249 Eh
* ΔE to the lowest compared entry with this formula, charge and spin: 28.9 kcal per mole

Element x y z (Å)
C (1.4426, 0.3267, -0.3822)
N (0.7601, -0.3016, 0.5885)
C (0.1386, 0.4926, 1.6365)
C (0.2304, -1.6454, 0.3379)
C (-0.9820, -1.6112, -0.5990)
N (-0.6255, -1.1834, -1.9503)
O (1.5759, 1.5383, -0.4971)
H (1.9162, -0.3656, -1.0630)
H (-0.8610, 0.8433, 1.3667)
H (0.7813, 1.3296, 1.8446)
H (-0.0254, -0.1069, 2.5345)
H (1.0682, -2.2750, 0.0496)
H (-0.1042, -2.0727, 1.2869)
H (-1.3843, -2.6124, -0.6510)
H (-1.6747, -0.9067, -0.1213)
H (-1.2288, -1.6024, -2.6414)
H (-0.6979, -0.1766, -2.0497)
H (0.3138, 2.7726, -0.0022)
H (-0.1972, 4.2284, 0.0495)
O (-0.4461, 3.3286, 0.2625)

Forces on the atoms, in the same order (eV/Å):
C 0.14 0.25 0.11
N -0.62 -0.19 0.44
C -0.60 -0.34 0.01
C 0.18 0.15 0.45
C 0.81 0.42 -0.01
N 0.14 0.12 0.10
O 0.05 -0.07 0.14
H 0.20 -0.33 -0.51
H 0.14 0.28 -0.23
H 0.03 0.36 0.17
H 0.42 -0.11 -0.07
H -0.13 -0.14 -0.66
H 0.04 0.24 0.11
H -0.38 -0.19 0.10
H -0.33 -0.39 -0.08
H -0.06 0.01 -0.03
H 0.00 -0.11 -0.04
H -0.11 0.16 0.02
H 0.06 0.12 -0.06
O 0.02 -0.24 0.03



Question: Among the records above, which one has the lowest LUMO level?
Answer: number 6